Entry from the OMol25 dataset: a structure of composition C3H6AgBrOTi in a non-equilibrium geometry (wB97M-V/def2-TZVPD).

Properties
- Multiplicity: 5
- Energy above the lowest of the compared OMol25 structures with the same formula, charge and spin: 6.2 kcal per mole
- LUMO energy (alpha / beta): -7.9 / -11.6 eV
- Kohn-Sham gap (alpha / beta): 0.22144 / 0.18519 Ha
- Charge: +2

Each line ends with the natural charge from an NBO analysis.
CARTESIAN COORDINATES (ANGSTROEM)
Ti -2.252 -3.718 -0.130  0.91
Ag -5.748 -0.623 -0.946  0.93
Br -3.378 -1.081 0.480  -0.83
C 1.956 1.462 -0.267  -0.69
C 0.654 0.689 -0.400  0.63
O -0.156 0.856 -1.314  -0.03
C 0.509 -0.380 0.702  -0.67
H 2.101 1.941 -1.235  0.28
H 2.752 0.719 -0.242  0.29
H 2.126 2.227 0.491  0.33
H 0.755 -0.005 1.696  0.30
H 1.139 -1.211 0.383  0.29
H -0.459 -0.875 0.782  0.27

Entry from the OMol25 dataset: a structure of composition C3H6AgLiO5 in a non-equilibrium geometry (wB97M-V/def2-TZVPD).

Properties
- Energy above the lowest of the compared OMol25 structures with the same formula, charge and spin: 0.0 kcal per mole
- LUMO energy: -0.6 eV
- Kohn-Sham gap: 0.24981 Ha
- Charge: 0

Each line ends with the natural charge from an NBO analysis.
CARTESIAN COORDINATES (ANGSTROEM)
O 1.842 2.111 1.665  -0.72
C 0.992 1.743 0.602  -0.09
C -0.425 1.675 1.149  -0.07
O -1.351 1.272 0.152  -0.77
H 2.726 2.281 1.330  0.48
H 1.267 0.756 0.189  0.18
H 1.034 2.479 -0.220  0.15
H -0.719 2.645 1.575  0.17
H -0.476 0.919 1.944  0.19
Ag -1.889 -1.038 -0.410  0.87
O -1.557 -2.412 -2.384  -0.85
C -0.645 -3.078 -1.802  0.93
O -0.278 -2.693 -0.597  -1.04
O -0.140 -4.162 -2.244  -0.89
Li 1.066 -4.430 -0.399  0.96
H -1.445 1.933 -0.549  0.49